Model a:
Formula: C6H10O3
Source: the Open Molecules 2025 dataset
Level of theory: the ωB97M-V functional and the def2-TZVPD basis

Output
- Gap between HOMO and LUMO: 9.43 eV
- SMILES string: COC/C=C(\O)C(C)=O
- HOMO energy: -9.25 eV

ORCA input file:
```
! RIJCOSX wB97M-V def2-TZVPD def2/J DEFGRID3
* xyz 0 1
C -1.15378 1.11444 -2.98420
O -0.59831 1.74055 -1.78912
C 0.53832 1.06048 -1.26009
C 0.17864 -0.15936 -0.42095
C 0.30090 -0.23686 0.94046
O 0.70401 0.91464 1.60515
C 0.01135 -1.50661 1.68435
C 0.38387 -1.60189 3.15860
O -0.53045 -2.46301 1.13285
H -0.95380 0.03686 -3.00247
H -0.68823 1.60548 -3.84832
H -2.24819 1.23777 -3.03277
H 1.17891 1.76314 -0.69135
H 1.16609 0.76699 -2.11497
H -0.17915 -1.02825 -0.89856
H 0.39582 1.68650 1.09481
H 0.24418 -0.65774 3.62678
H 1.46280 -1.92686 3.14825
H -0.21299 -2.34628 3.65156
*
```

These are the natural (NBO) partial charges, in e, on atoms 1 to 6: -0.26 -0.55 -0.11 -0.23 0.19 -0.69

***

Model b:
Formula: C6H10O3
Source: the Open Molecules 2025 dataset
Level of theory: the ωB97M-V functional and the def2-TZVPD basis

Output
- Gap between HOMO and LUMO: 10.54 eV
- SMILES string: O[C@@H]1C[C@H]2CO[C@@H]1OC2
- HOMO energy: -9.73 eV

ORCA input file:
```
! RIJCOSX wB97M-V def2-TZVPD def2/J DEFGRID3
* xyz 0 1
O -2.41649 -0.64541 -0.45545
C -1.03278 -0.51331 -0.94144
C -0.16310 -1.40807 0.02166
C 0.82629 -0.37117 0.63596
C 1.67998 0.28543 -0.46440
O 0.77127 1.16349 -1.19395
C -0.55333 1.02115 -0.86431
O -0.74136 1.41120 0.50784
C 0.08190 0.73338 1.39610
H -2.61354 0.14536 0.15798
H -1.01333 -0.87982 -1.93346
H 0.39633 -2.20968 -0.49510
H -0.83520 -1.82352 0.84967
H 1.55886 -0.83369 1.34389
H 2.22757 -0.33848 -1.16093
H 2.50155 0.85238 -0.02152
H -1.16492 1.71098 -1.43050
H -0.37357 0.22821 2.29008
H 0.86387 1.47155 1.75790
*
```

These are the natural (NBO) partial charges, in e, on atoms 1 to 6: -0.74 0.05 -0.43 -0.28 -0.07 -0.53

***

Most stable one: model b, least stable one: model a.